The following is a DFT calculation (ωB97M-V/def2-TZVPD) of C17H28ClIrNO6 as an isolated structure.

M (u): 570.1
2S+1: 2
Largest force on an atom (eV/A): 2.3
Gap between HOMO and LUMO (spin up / spin down) (eV): 5.3 / 5.6
HOMO energy (spin up / spin down) (eV): -21.55 / -21.55
Charge: +4

CARTESIAN COORDINATES (ANGSTROEM)
Ir (-0.1237, 0.0813, 0.1080)
C (-2.6983, -1.6456, 0.5258)
C (-1.8854, -2.4186, -0.4662)
O (-0.4797, -1.9576, -0.3578)
C (0.3752, -2.8686, 0.4073)
C (0.2067, -2.5438, 1.8599)
O (0.2225, -1.0756, 1.9199)
C (1.0714, -0.5064, 2.9682)
C (2.3424, -0.0736, 2.2871)
O (1.9765, 0.6048, 1.0565)
C (2.1108, 2.0385, 1.0507)
C (0.9067, 2.5628, 1.7557)
O (-0.2684, 1.8147, 1.1985)
C (-1.4032, 2.7155, 0.9091)
C (-1.3881, 2.9140, -0.5660)
O (-1.2730, 1.5828, -1.1475)
C (-2.5175, 1.0436, -1.6825)
C (-3.3057, 0.4959, -0.5290)
O (-2.3330, -0.2623, 0.2634)
H (-2.4602, -1.8571, 1.5651)
H (-3.7659, -1.8148, 0.3873)
H (-2.1845, -2.2396, -1.4974)
H (-1.9286, -3.4910, -0.2759)
H (1.3883, -2.6924, 0.0572)
H (0.1185, -3.9038, 0.1833)
H (1.0297, -2.9753, 2.4314)
H (-0.7265, -2.8859, 2.3028)
H (1.2860, -1.2507, 3.7345)
H (0.5035, 0.2976, 3.4294)
H (2.9645, -0.9227, 2.0021)
H (2.9324, 0.5752, 2.9361)
H (2.1455, 2.3416, 0.0033)
H (3.0392, 2.3587, 1.5267)
H (0.7858, 3.6312, 1.5809)
H (0.9081, 2.3889, 2.8296)
H (-1.2817, 3.6553, 1.4460)
H (-2.2927, 2.2226, 1.2903)
H (-0.5287, 3.4870, -0.9137)
H (-2.2957, 3.4144, -0.9072)
H (-2.2311, 0.2601, -2.3840)
H (-3.0701, 1.8089, -2.2288)
H (-4.0988, -0.1520, -0.9032)
H (-3.7609, 1.2435, 0.1167)
Cl (4.4464, -2.0027, -2.1660)
C (3.0045, -1.1865, -2.4324)
C (2.5529, -0.8797, -3.7206)
C (1.4006, -0.1244, -3.8489)
C (0.6882, 0.2607, -2.7309)
N (1.0900, -0.1019, -1.4805)
C (2.2436, -0.8012, -1.3346)
H (3.1079, -1.2227, -4.5875)
H (1.0436, 0.1834, -4.8242)
H (-0.1762, 0.8935, -2.8091)
H (2.5862, -1.0204, -0.3391)